An isolated molecule of C18H27N3O2S, computed with wB97M-V/def2-TZVPD.

Output
E ... -38505.4047 eV
Charge ... 0
LUMO ... 0.620 eV
Frontier orbital gap ... 0.3322 Ha
Structure (SMILES) ... CCCCOc1cccc(C(=O)NNC(=S)NC2CCCCC2)c1
Energy above the lowest of the compared OMol25 structures with the same formula, charge and spin ... 40.7 kcal/mol

```
51
C18H27N3O2S, DFT wB97M-V/def2-TZVPD
C 7.71 1.30 -3.86
C 6.39 1.14 -3.11
C 5.24 0.82 -4.07
C 3.92 0.67 -3.33
O 2.92 0.37 -4.29
C 1.64 0.20 -3.87
C 0.70 -0.08 -4.87
C -0.62 -0.26 -4.55
C -1.05 -0.18 -3.24
C -0.13 0.08 -2.24
C -0.49 0.18 -0.81
O 0.20 0.73 0.04
N -1.69 -0.35 -0.46
N -2.04 -0.35 0.89
C -2.75 -1.39 1.38
S -3.48 -2.48 0.36
N -2.91 -1.49 2.71
C -2.45 -0.55 3.72
C -3.28 0.74 3.70
C -4.72 0.49 4.13
C -4.75 -0.12 5.53
C -3.97 -1.43 5.55
C -2.53 -1.22 5.10
C 1.22 0.28 -2.56
H 8.51 1.52 -3.16
H 7.96 0.38 -4.39
H 7.64 2.11 -4.58
H 6.48 0.34 -2.38
H 6.16 2.06 -2.57
H 5.45 -0.10 -4.61
H 5.14 1.62 -4.80
H 3.99 -0.15 -2.60
H 3.67 1.59 -2.80
H 1.05 -0.13 -5.90
H -1.34 -0.46 -5.34
H -2.10 -0.31 -3.01
H -2.19 -1.08 -0.98
H -1.32 0.13 1.43
H -3.56 -2.20 3.00
H -1.40 -0.31 3.51
H -2.81 1.46 4.38
H -3.26 1.17 2.70
H -5.27 1.43 4.13
H -5.20 -0.18 3.42
H -5.78 -0.30 5.84
H -4.31 0.58 6.24
H -3.97 -1.85 6.56
H -4.47 -2.16 4.91
H -2.03 -0.57 5.82
H -2.00 -2.17 5.07
H 1.89 0.49 -1.74
```

Here are the Löwdin charges for atoms 1 to 6, given in e:
1 C -0.116
2 C -0.273
3 C -0.191
4 C -0.212
5 O -0.038
6 C -0.254